<a>
Molecular formula: C5H14NO
Method: DFT, ωB97M-V with the def2-TZVPD basis set

Calculated values
- Multiplicity: 1
- M: 104.2 Da
- Total charge: +1

Element x y z (Å)
O1 0.265 -2.095 0.829
N1 0.142 0.768 -1.422
C1 1.420 -0.069 1.384
C2 -2.057 -0.408 -1.700
C3 0.288 -0.804 1.380
C4 1.547 1.431 1.400
C5 -1.354 0.919 -1.311
H1 0.529 0.234 -0.599
H2 0.532 1.940 1.402
H3 -1.702 -1.242 -1.131
H4 -1.896 -0.541 -2.781
H5 -3.138 -0.248 -1.557
H6 0.448 0.228 -2.215
H7 2.015 1.892 0.486
H8 2.316 -0.718 1.362
H9 2.210 1.749 2.219
H10 -0.653 -0.330 1.710
H11 0.698 1.641 -1.372
H12 -0.459 -2.612 1.172
H13 -1.517 1.225 -0.230
H14 -1.552 1.754 -2.058

Atom charges from the Löwdin analysis, given in e for atoms 1 to 4: -0.002 0.147 -0.169 -0.054


<b>
Molecular formula: C5H14NO
Method: DFT, ωB97M-V with the def2-TZVPD basis set

Calculated values
- Multiplicity: 1
- M: 104.2 Da
- Total charge: +1

Element x y z (Å)
O1 -1.474 0.004 0.199
N1 -1.682 -2.873 0.156
C1 0.169 2.377 -1.016
C2 0.559 1.452 -0.109
C3 0.996 -1.079 -0.291
C4 0.369 1.586 1.385
C5 1.494 0.334 -0.459
H1 2.412 0.479 0.174
H2 -0.540 3.187 -0.919
H3 0.744 -1.535 -1.261
H4 -2.002 -1.982 -0.225
H5 1.299 1.742 1.962
H6 -0.448 -0.369 -0.014
H7 1.654 -1.635 0.342
H8 1.739 0.466 -1.547
H9 -0.322 2.424 1.566
H10 -0.131 0.726 1.799
H11 -0.758 -3.308 -0.036
H12 -2.264 -0.520 0.549
H13 -2.341 -3.673 -0.223
H14 0.525 2.196 -2.032

Atom charges from the Löwdin analysis, given in e for atoms 1 to 4: -0.092 -0.023 0.136 -0.393


It comes down to <a>, which is 577.4 kJ/mol more stable than the next structure.


<a>
Molecular formula: C4H6N2
Method: DFT, ωB97M-V with the def2-TZVPD basis set

Calculated values
- Multiplicity: 1
- M: 82.1 Da

Element x y z (Å)
N1 -0.787 0.845 -1.078
N2 1.219 -1.505 0.705
C1 -0.064 -0.306 -1.067
C2 0.383 -0.484 0.229
C3 -0.865 1.376 0.203
C4 -0.075 0.606 1.017
H1 0.113 -0.881 -1.964
H2 -1.367 1.176 -1.841
H3 -0.870 2.396 -0.211
H4 1.128 -2.371 0.192
H5 1.087 -1.671 1.694
H6 0.139 0.783 2.062

Atom charges from the Löwdin analysis, given in e for atoms 1 to 4: -0.044 0.066 -0.090 -0.356


<b>
Molecular formula: C4H6N2
Method: DFT, ωB97M-V with the def2-TZVPD basis set

Calculated values
- Multiplicity: 1
- M: 82.1 Da

Element x y z (Å)
N1 2.089 0.435 0.016
N2 -1.268 -0.613 -0.662
C1 2.423 -0.836 0.071
C2 0.769 0.847 -0.326
C3 -2.420 -0.546 0.225
C4 -0.249 0.015 -0.429
H1 3.504 -0.842 0.311
H2 -2.240 0.081 1.107
H3 -3.222 -0.103 -0.371
H4 0.617 1.882 -0.614
H5 -2.733 -1.545 0.531
H6 2.728 1.224 0.142

Atom charges from the Löwdin analysis, given in e for atoms 1 to 4: -0.150 0.045 0.006 -0.137


<c>
Molecular formula: C4H6N2
Method: DFT, ωB97M-V with the def2-TZVPD basis set

Calculated values
- Multiplicity: 1
- M: 82.1 Da

Element x y z (Å)
N1 1.198 0.438 0.013
N2 -0.043 -0.084 -0.089
C1 -3.473 -0.474 -0.020
C2 -2.417 0.092 -0.044
C3 -1.142 0.637 0.069
C4 2.305 -0.549 0.011
H1 2.799 -0.899 1.021
H2 1.376 1.450 -0.162
H3 3.149 -0.068 -0.555
H4 -0.953 1.746 0.118
H5 -4.492 -0.928 0.143
H6 1.693 -1.361 -0.505

Atom charges from the Löwdin analysis, given in e for atoms 1 to 4: -0.166 -0.008 0.095 -0.174


<d>
Molecular formula: C4H6N2
Method: DFT, ωB97M-V with the def2-TZVPD basis set

Calculated values
- Multiplicity: 1
- M: 82.1 Da

Element x y z (Å)
N1 -1.387 0.466 1.420
N2 -2.256 0.539 -2.269
C1 -1.709 -0.448 0.317
C2 -0.588 0.254 0.269
C3 -2.367 1.337 -1.447
C4 0.614 0.756 -0.250
H1 -1.835 1.385 1.399
H2 0.573 0.541 -1.302
H3 -2.764 1.701 -0.494
H4 -2.463 -1.175 0.308
H5 0.620 1.872 -0.109
H6 1.469 0.165 0.121

Atom charges from the Löwdin analysis, given in e for atoms 1 to 4: -0.002 0.088 -0.039 -0.396


It comes down to <a>, which is 271.8 kJ/mol more stable than the next structure.


<a>
Molecular formula: C4H6N2
Method: DFT, ωB97M-V with the def2-TZVPD basis set

Calculated values
- Multiplicity: 1
- M: 82.1 Da

Element x y z (Å)
N1 -0.134 -0.803 -0.804
N2 3.214 0.061 -0.137
C1 0.637 -0.230 0.286
C2 -0.290 1.009 0.137
C3 -1.163 0.095 -0.737
C4 2.080 -0.073 0.050
H1 -0.161 -1.769 -1.103
H2 0.173 1.800 -0.460
H3 -2.183 -0.453 0.619
H4 -0.716 1.413 1.053
H5 -2.273 -0.210 -0.366
H6 0.461 -0.743 1.244

Atom charges from the Löwdin analysis, given in e for atoms 1 to 4: -0.015 0.149 -0.314 -0.135


<b>
Molecular formula: C4H6N2
Method: DFT, ωB97M-V with the def2-TZVPD basis set

Calculated values
- Multiplicity: 1
- M: 82.1 Da

Element x y z (Å)
N1 1.105 0.192 1.211
N2 -0.595 -1.310 0.175
C1 -1.010 0.062 -0.038
C2 1.119 0.432 -0.215
C3 0.041 0.984 0.654
C4 0.034 -0.415 -0.929
H1 -0.168 2.008 0.928
H2 0.729 -0.754 1.341
H3 2.013 0.847 -0.679
H4 -2.022 0.337 -0.296
H5 -1.221 -2.030 -0.165
H6 -0.007 -0.414 -2.022

Atom charges from the Löwdin analysis, given in e for atoms 1 to 4: 0.051 0.056 -0.242 -0.209


It comes down to <b>, which is 108.3 kJ/mol more stable than the next structure.


<a>
Molecular formula: C4H5N3O
Method: DFT, ωB97M-V with the def2-TZVPD basis set

Calculated values
- Multiplicity: 1
- M: 111.1 Da

Element x y z (Å)
O1 -1.035 0.223 -1.135
N1 2.157 0.069 0.482
N2 -1.888 0.600 -0.027
N3 1.360 0.312 1.419
C1 1.468 -0.582 -0.827
C2 0.070 -0.061 1.081
C3 -1.135 0.461 1.149
C4 -0.035 -0.689 -0.470
H1 -2.519 1.523 -0.176
H2 2.057 -1.533 -1.199
H3 -0.374 -1.753 -0.383
H4 -1.560 1.169 1.794
H5 1.433 0.261 -1.708

Atom charges from the Löwdin analysis, given in e for atoms 1 to 4: -0.112 0.002 -0.019 0.017


<b>
Molecular formula: C4H5N3O
Method: DFT, ωB97M-V with the def2-TZVPD basis set

Calculated values
- Multiplicity: 1
- M: 111.1 Da

Element x y z (Å)
O1 2.648 1.538 -0.221
N1 -0.572 0.500 -0.151
N2 -1.246 -0.736 -0.392
N3 1.016 4.252 -0.922
C1 0.957 3.066 -0.280
C2 0.730 0.418 -0.062
C3 -1.084 -2.109 0.500
C4 1.475 1.613 -0.191
H1 -2.026 -2.431 0.448
H2 -0.662 -2.142 1.523
H3 1.289 -0.501 0.231
H4 -0.405 -2.977 0.152
H5 -2.118 -0.491 -0.635

Atom charges from the Löwdin analysis, given in e for atoms 1 to 4: 0.129 0.063 -0.032 0.109


<c>
Molecular formula: C4H5N3O
Method: DFT, ωB97M-V with the def2-TZVPD basis set

Calculated values
- Multiplicity: 1
- M: 111.1 Da

Element x y z (Å)
O1 -1.347 -1.959 0.153
N1 -0.297 0.017 0.082
N2 2.090 -1.098 0.092
N3 1.155 -1.947 -0.147
C1 -1.579 0.580 0.020
C2 1.964 0.323 0.146
C3 0.769 0.849 -0.053
C4 -0.182 -1.435 -0.065
H1 -2.049 -0.220 -0.787
H2 -1.768 1.664 -0.466
H3 2.968 0.841 0.152
H4 0.489 1.992 -0.116
H5 -2.213 0.393 0.989

Atom charges from the Löwdin analysis, given in e for atoms 1 to 4: -0.030 -0.113 0.014 0.089


It comes down to <c>, which is 246.8 kJ/mol more stable than the next structure.


<a>
Molecular formula: C4H5N3O
Method: DFT, ωB97M-V with the def2-TZVPD basis set

Calculated values
- Multiplicity: 1
- M: 111.1 Da

Element x y z (Å)
O1 -0.181 -1.367 -0.015
N1 2.365 -0.172 -0.107
N2 -1.936 1.709 0.064
N3 -2.297 -0.567 -0.138
C1 -0.017 0.064 -0.103
C2 -1.422 0.513 -0.096
C3 -1.516 -1.545 -0.075
C4 1.197 0.601 -0.106
H1 -1.919 -2.581 0.112
H2 1.434 1.694 -0.277
H3 -1.225 2.415 0.079
H4 2.267 -1.072 0.671
H5 3.250 0.308 -0.010

Atom charges from the Löwdin analysis, given in e for atoms 1 to 4: 0.022 0.020 0.145 0.145


<b>
Molecular formula: C4H5N3O
Method: DFT, ωB97M-V with the def2-TZVPD basis set

Calculated values
- Multiplicity: 1
- M: 111.1 Da

Element x y z (Å)
O1 1.110 1.296 1.297
N1 -1.027 0.471 0.771
N2 -1.412 -1.649 -0.045
N3 1.732 1.537 0.010
C1 -0.270 1.316 1.341
C2 0.640 -0.635 -0.688
C3 1.479 0.560 -0.827
C4 -0.550 -0.604 0.004
H1 -0.602 2.098 1.988
H2 1.884 0.703 -1.821
H3 0.792 -1.485 -1.401
H4 -2.298 -1.433 0.375
H5 -1.477 -2.174 -1.003

Atom charges from the Löwdin analysis, given in e for atoms 1 to 4: -0.125 0.136 0.095 0.073


<c>
Molecular formula: C4H5N3O
Method: DFT, ωB97M-V with the def2-TZVPD basis set

Calculated values
- Multiplicity: 1
- M: 111.1 Da

Element x y z (Å)
O1 2.111 -0.447 0.651
N1 -0.085 -1.223 -0.201
N2 -1.645 0.560 0.118
N3 -2.702 -0.324 0.166
C1 1.120 -1.471 -0.285
C2 0.492 1.329 -0.348
C3 1.811 0.910 0.213
C4 -0.433 0.212 -0.111
H1 2.736 1.393 -0.031
H2 1.549 -2.395 -0.750
H3 -3.243 0.128 1.267
H4 -2.210 -1.182 0.164
H5 0.498 2.509 -0.854

Atom charges from the Löwdin analysis, given in e for atoms 1 to 4: -0.140 0.113 -0.077 -0.016


<d>
Molecular formula: C4H5N3O
Method: DFT, ωB97M-V with the def2-TZVPD basis set

Calculated values
- Multiplicity: 1
- M: 111.1 Da

Element x y z (Å)
O1 -1.794 -1.014 -1.770
N1 1.436 0.281 1.156
N2 0.573 2.516 0.817
N3 -0.356 0.630 -0.329
C1 0.615 1.235 0.527
C2 0.881 -0.869 0.969
C3 -0.872 -1.703 -0.875
C4 -0.108 -0.710 -0.111
H1 1.424 -1.615 1.456
H2 -1.720 0.010 -1.543
H3 -1.352 -2.236 -0.103
H4 -0.227 -2.429 -1.424
H5 1.563 2.674 1.209

Atom charges from the Löwdin analysis, given in e for atoms 1 to 4: -0.106 0.108 0.187 0.151


It comes down to <a>, which is 47.4 kJ/mol more stable than the next structure.